(1)
This record from the OMol25 dataset describes an isolated ion of composition C2H8N2O4P and charge -1. The level of theory is ωB97M-V/def2-TZVPD.

```
17
Properties=species:S:1:pos:R:3
H 0.371 0.418 -1.930
H 0.972 0.815 1.848
H 0.100 1.851 -1.057
N -1.987 -1.105 0.405
O 2.580 -1.541 -0.674
H -2.342 -0.958 -0.528
H -2.333 -0.321 0.922
P 2.284 -0.290 0.122
C -0.509 -1.146 0.199
H -0.286 -1.676 1.200
H -0.121 -1.646 -0.689
H 3.725 1.165 -0.283
O 2.871 1.002 -0.718
O 0.216 0.915 1.300
O 2.753 -0.121 1.507
N -0.086 0.885 -1.164
C 0.196 0.195 0.064
```

**Charge**: -1
**ΔE to the lowest compared entry with this formula, charge and spin**: 27.3 kcal/mol
**DFT total energy**: -832.9591 a.u.
**Gap between HOMO and LUMO**: 7.8 eV
**SMILES string**: NC[C@@](N)(O)[P@](=O)([O-])O

Here are the Löwdin charges for atoms 1 to 4, given in e: 0.074 0.023 0.057 -0.019

---

(2)
This record from the OMol25 dataset describes C7H22IrN3SeSi as an isolated structure. The level of theory is ωB97M-V/def2-TZVPD.

```
35
Properties=species:S:1:pos:R:3
C 1.251 1.269 -3.116
Si -0.208 -0.009 3.902
N -0.874 1.531 -1.970
H 1.786 2.014 -2.527
C 1.461 -0.342 4.617
H -1.096 1.862 5.172
H -0.747 -2.336 -1.409
H -0.346 -2.676 -3.659
H 1.849 -1.310 4.299
H -1.724 -1.496 5.082
H -1.885 1.508 -2.092
H 1.383 -0.360 5.708
Ir -0.060 0.004 -0.766
C -0.194 1.674 -3.289
H 1.763 1.155 -4.071
H -0.726 -0.998 -4.001
Se 0.236 -0.006 1.439
H -0.702 1.027 -4.000
C -1.439 -1.382 4.033
C -0.232 -1.657 -3.291
H -0.695 2.360 -1.406
H -1.017 -2.332 3.703
H 2.230 -0.021 -1.884
C -0.860 1.709 4.116
H 2.176 0.437 4.350
H 1.739 -2.044 -2.531
N -0.909 -1.501 -1.971
H -2.343 -1.168 3.463
C 1.221 -1.285 -3.118
H -1.918 -1.455 -2.093
H -1.775 1.868 3.545
H -0.120 2.458 3.834
N 1.321 -0.010 -2.338
H -0.283 2.696 -3.656
H 1.736 -1.181 -4.074
```

**Charge**: +2
**ΔE to the lowest compared entry with this formula, charge and spin**: 0.0 kcal/mol
**DFT total energy**: -3238.9057 a.u.
**Gap between HOMO and LUMO (alpha / beta)**: 8.1 / 8.1 eV

Here are the Löwdin charges for atoms 1 to 4, given in e: -0.145 0.364 -0.095 0.138

---

(3)
This record from the OMol25 dataset describes C4H10O2 in the gas phase. The level of theory is ωB97M-V/def2-TZVPD.

```
16
Properties=species:S:1:pos:R:3
H -1.140 1.310 0.092
H 1.650 0.842 1.408
H 0.528 -1.191 0.588
H -2.131 -1.589 0.440
C 0.332 -0.249 0.044
H -2.014 -0.861 -1.149
O 0.257 -0.473 -1.346
H 1.295 1.663 -0.146
H -1.108 0.330 1.547
H 3.351 0.704 -0.321
C -1.037 0.275 0.449
H 1.141 -0.738 -1.624
C 1.500 0.690 0.326
H -3.117 -0.153 0.042
C -2.139 -0.624 -0.085
O 2.633 0.065 -0.265
```

**Charge**: 0
**ΔE to the lowest compared entry with this formula, charge and spin**: 15.4 kcal/mol
**DFT total energy**: -308.8736 a.u.
**Gap between HOMO and LUMO**: 11.0 eV
**SMILES string**: CC[C@@H](O)CO

Here are the Löwdin charges for atoms 1 to 4, given in e: 0.117 0.127 0.153 0.078

---

(4)
This record from the OMol25 dataset describes a 2-piece molecular cluster, C5H15NO2 overall. The level of theory is ωB97M-V/def2-TZVPD.

```
23
Properties=species:S:1:pos:R:3
H 0.871 3.180 -1.039
H -2.089 2.813 -1.085
O 3.164 -2.546 1.538
C -1.170 2.239 -0.952
H -1.016 1.804 -1.943
H -2.344 0.748 -0.161
H 1.183 0.960 -1.457
H -0.401 4.188 -0.233
H 0.475 0.031 0.762
H 0.698 -0.599 -1.913
H -0.251 -2.062 -0.890
H -1.514 1.360 1.082
C -0.878 -1.481 -0.206
H 2.622 -1.823 1.892
N 0.657 0.137 -1.234
O -0.728 -2.164 1.049
C -1.295 1.062 0.056
H 2.652 -3.339 1.450
C -0.062 3.169 -0.448
H -1.913 -1.516 -0.519
C -0.214 -0.072 -0.100
H 0.441 2.779 0.459
H -1.544 -2.061 1.538
```

**Charge**: 0
**ΔE to the lowest compared entry with this formula, charge and spin**: 47.6 kcal/mol
**DFT total energy**: -404.6792 a.u.
**Gap between HOMO and LUMO**: 9.5 eV
**SMILES string**: CCC[C@H](N)CO.O

Here are the Löwdin charges for atoms 1 to 4, given in e: 0.062 0.096 -0.059 -0.262